The following is a quantum chemistry calculation of C3H9N3OS in the gas phase at a distorted geometry, from OMol25.

Its LUMO energy is 0.67 eV. As for the structure (SMILES): CN1C[N@H+]([O-])N[C@@H]1S. As for the relative energy (zero: lowest compared OMol25 entry of this formula, charge and spin): 485.8 kJ/mol.

ORCA input file:
```
! wB97M-V def2-TZVPD RIJCOSX def2/J DEFGRID3
* xyz 0 1
C 0.341 -0.636 0.977
C -0.070 0.297 -1.089
C 1.138 1.678 0.498
N -1.390 0.090 -0.611
N 0.823 0.284 0.052
N -1.131 -0.940 0.746
O -1.346 -2.167 0.471
S 0.534 -0.947 -2.315
H 0.697 -1.700 0.639
H 0.489 -0.390 2.102
H 0.062 1.200 -1.642
H 1.675 2.095 -0.240
H 0.193 2.195 0.853
H 1.861 1.729 1.231
H -1.973 -0.301 -1.322
H -1.719 -0.464 1.536
H -0.183 -2.023 -1.885
*
```

natural (NBO) atomic charge list, values in e, 5 entries: -0.0993 -0.0047 -0.4070 -0.5601 -0.4603


The following is a quantum chemistry calculation of a gas-phase ion, C3H9N3P (charge +1) at a distorted geometry, from OMol25.

Its LUMO energy (alpha / beta) is -3.78 / -9.07 eV. As for the relative energy (zero: lowest compared OMol25 entry of this formula, charge and spin): 343.4 kJ/mol.

ORCA input file:
```
! wB97M-V def2-TZVPD RIJCOSX def2/J DEFGRID3
* xyz 1 3
C -0.549 0.783 0.970
C -0.952 0.871 -0.557
C 0.308 -1.414 0.675
N -0.045 -1.459 -0.771
N 0.660 -0.082 1.017
N 0.104 0.070 -1.249
P 1.871 0.555 -0.151
H -0.303 1.717 1.467
H -1.376 0.385 1.493
H -1.909 0.637 -0.768
H -0.895 1.845 -0.823
H -0.388 -2.015 1.283
H 1.264 -1.950 0.742
H 0.773 -1.837 -1.280
H 0.024 -0.055 -2.308
H 1.414 1.951 0.260
*
```

natural (NBO) atomic charge list, values in e, 5 entries: -0.2485 -0.2736 -0.1209 -0.3593 -0.6795


The following is a quantum chemistry calculation of C3H9N3S in the gas phase at a distorted geometry, from OMol25.

Its LUMO energy is 0.65 eV. As for the structure (SMILES): [H]/N=C(/CN)NSC. As for the relative energy (zero: lowest compared OMol25 entry of this formula, charge and spin): 319.4 kJ/mol.

ORCA input file:
```
! wB97M-V def2-TZVPD RIJCOSX def2/J DEFGRID3
* xyz 0 1
C -2.577 -0.678 0.581
C 0.757 0.823 -0.090
C 1.031 -0.618 -0.561
H -2.905 -0.136 1.607
H -3.267 -1.287 0.101
H -1.832 -1.636 0.672
H -0.529 2.186 0.352
H 0.992 2.495 0.461
H 0.565 -1.468 0.022
H 0.597 -0.725 -1.483
H 2.690 -1.096 0.615
H 3.033 -0.255 -0.842
N -0.535 1.236 -0.365
N 1.583 1.743 0.156
N 2.460 -1.030 -0.387
S -2.063 0.447 -0.840
*
```

natural (NBO) atomic charge list, values in e, 5 entries: -0.7802 0.4202 -0.2874 0.2434 0.2261


The following is a quantum chemistry calculation of 2 unconnected molecules or ions with the total composition C3H9N3S2 at a distorted geometry, from OMol25.

Its LUMO energy is 0.41 eV. As for the relative energy (zero: lowest compared OMol25 entry of this formula, charge and spin): 167.5 kJ/mol.

ORCA input file:
```
! wB97M-V def2-TZVPD RIJCOSX def2/J DEFGRID3
* xyz 0 1
C -2.647 0.483 2.303
C -1.094 1.344 -1.599
C 2.308 -1.853 -0.159
N -0.236 1.158 -0.449
N 1.077 -1.106 -0.233
N -1.622 0.390 1.711
S -3.912 0.426 3.211
S 1.190 0.565 -0.654
H -1.688 0.447 -1.803
H -0.532 1.600 -2.501
H -1.779 2.162 -1.369
H 2.956 -1.534 0.670
H 2.850 -1.711 -1.094
H 2.082 -2.911 -0.039
H -1.123 0.767 0.881
H 0.462 -1.250 0.560
H 1.707 1.023 0.562
*
```

natural (NBO) atomic charge list, values in e, 5 entries: 0.2251 -0.4238 -0.4313 -0.9366 -0.8185


The following is a quantum chemistry calculation of 2 unconnected molecules or ions with the total composition C3H9N4 at a distorted geometry, from OMol25.

Its LUMO energy (alpha / beta) is -5.56 / -5.56 eV. As for the relative energy (zero: lowest compared OMol25 entry of this formula, charge and spin): 619.8 kJ/mol.

ORCA input file:
```
! wB97M-V def2-TZVPD RIJCOSX def2/J DEFGRID3
* xyz 1 1
C 1.723 0.856 0.705
C 2.387 0.990 -0.570
C -1.829 0.458 -0.166
N -1.677 -1.821 -0.177
N -1.919 -2.946 0.025
N 0.763 0.047 0.918
N -1.086 -0.785 -0.142
H 1.959 1.496 1.514
H 1.793 1.562 -1.234
H 2.304 -0.009 -1.074
H 3.371 1.417 -0.644
H -1.118 1.352 -0.156
H -2.424 0.453 0.697
H -2.344 0.520 -1.221
H -2.584 -3.545 -0.366
H 0.681 -0.046 1.891
*
```

natural (NBO) atomic charge list, values in e, 5 entries: 0.2071 -0.7115 -0.4508 0.3645 -0.2713


The following is a quantum chemistry calculation of a gas-phase ion, C3H9N4 (charge +1) at a distorted geometry, from OMol25.

Its LUMO energy (alpha / beta) is -3.61 / -7.02 eV. As for the relative energy (zero: lowest compared OMol25 entry of this formula, charge and spin): 457.4 kJ/mol.

ORCA input file:
```
! wB97M-V def2-TZVPD RIJCOSX def2/J DEFGRID3
* xyz 1 3
C -0.326 -1.188 -0.009
C 0.046 0.443 -1.733
C 0.223 0.410 1.875
N -0.494 -2.328 0.466
N -0.909 -0.731 -1.477
N 0.366 -0.114 0.572
N 0.217 1.056 -0.380
H 1.129 0.200 -2.075
H -0.252 1.161 -2.501
H -0.255 -0.234 2.648
H 1.242 0.750 2.153
H -0.361 1.421 1.803
H 0.033 -2.514 1.336
H -0.915 -1.570 -2.064
H 0.964 1.731 -0.434
H -0.709 1.505 -0.179
*
```

natural (NBO) atomic charge list, values in e, 5 entries: 0.2612 -0.0900 -0.4512 -0.4184 -0.5553


The following is a quantum chemistry calculation of a molecular structure, C3H9N4S at a distorted geometry, from OMol25.

Its LUMO energy is -3.34 eV. As for the relative energy (zero: lowest compared OMol25 entry of this formula, charge and spin): 248.0 kJ/mol.

ORCA input file:
```
! wB97M-V def2-TZVPD RIJCOSX def2/J DEFGRID3
* xyz 1 1
C -1.663 -0.627 0.992
C 0.443 -0.365 -0.178
C -0.490 1.620 1.133
N -1.569 -1.813 0.600
N -0.629 0.238 0.638
N 0.379 -0.048 -1.497
N -0.354 -2.142 -0.044
S 2.067 -0.716 0.484
H -2.618 -0.278 1.557
H -0.359 2.276 0.234
H -1.408 1.898 1.688
H 0.423 1.820 1.808
H -0.609 0.100 -1.821
H 1.065 -0.346 -2.118
H -0.641 -2.612 -0.991
H 0.165 -2.680 0.581
H 1.820 0.087 1.546
*
```

natural (NBO) atomic charge list, values in e, 5 entries: 0.2889 0.3915 -0.4124 -0.3376 -0.5160


The following is a quantum chemistry calculation of 2 unconnected molecules or ions with the total composition C3H9N4S at a distorted geometry, from OMol25.

Its LUMO energy is -4.03 eV. As for the relative energy (zero: lowest compared OMol25 entry of this formula, charge and spin): 486.8 kJ/mol.

ORCA input file:
```
! wB97M-V def2-TZVPD RIJCOSX def2/J DEFGRID3
* xyz 1 1
C -2.568 -0.003 0.017
C 2.934 1.279 0.542
C -0.815 -1.544 0.056
N -4.409 1.498 0.110
N -3.454 0.818 0.064
N 0.332 -2.056 -0.338
N -1.256 -0.342 -0.242
S 2.339 0.465 -0.852
H 3.537 0.276 -1.331
H 3.368 2.342 0.332
H 3.710 0.727 0.978
H 2.149 1.367 1.177
H -1.409 -2.309 0.485
H -5.128 1.606 0.832
H 0.696 -2.971 0.009
H 0.816 -1.547 -1.037
H -0.842 0.394 -0.802
*
```

natural (NBO) atomic charge list, values in e, 5 entries: 0.1658 -0.7458 0.3951 -0.4340 0.0860


The following is a quantum chemistry calculation of C3H9N5 in the gas phase, from OMol25.

Its LUMO energy is 0.77 eV. As for the structure (SMILES): [H]/N=C(NN)\C(N)=C\N. As for the relative energy (zero: lowest compared OMol25 entry of this formula, charge and spin): 376.5 kJ/mol.

ORCA input file:
```
! wB97M-V def2-TZVPD RIJCOSX def2/J DEFGRID3
* xyz 0 1
N -0.882 0.548 -0.762
C 0.417 -0.148 -0.976
C 0.957 -0.007 0.301
N -2.085 -0.139 -1.110
N 2.310 0.062 0.713
N -0.871 -0.013 1.937
C -0.099 0.666 1.070
N 0.681 -0.592 -2.157
H -0.891 1.450 -1.231
H -1.876 -0.698 -1.938
H -2.270 -0.795 -0.353
H 2.931 0.401 -0.014
H 2.685 -0.797 1.095
H 1.564 -1.097 -2.174
H -0.895 -1.019 1.855
H -1.627 0.443 2.429
H -0.050 1.735 1.313
*
```

natural (NBO) atomic charge list, values in e, 5 entries: -0.3946 0.3457 -0.2510 -0.6562 -0.8376


The following is a quantum chemistry calculation of C3H9N6P in the gas phase at a distorted geometry, from OMol25.

Its LUMO energy is 0.60 eV. As for the structure (SMILES): N=P(N)(N)Nc1ncc[nH]1. As for the relative energy (zero: lowest compared OMol25 entry of this formula, charge and spin): 0.0 kJ/mol.

ORCA input file:
```
! wB97M-V def2-TZVPD RIJCOSX def2/J DEFGRID3
* xyz 0 1
C 2.266 -0.897 -0.864
C 2.927 0.266 -0.715
C 0.916 0.459 0.176
N 0.998 -0.777 -0.282
N -3.148 0.837 0.950
N 2.089 1.123 -0.105
N -1.643 -1.429 0.966
N -1.683 0.022 -1.182
N -0.331 0.903 0.892
P -1.833 0.170 0.485
H 2.486 -1.915 -1.343
H 3.960 0.393 -1.006
H -3.867 1.426 0.500
H 2.328 2.021 0.176
H -2.331 -1.982 1.448
H -0.685 -1.616 1.169
H -0.996 -0.782 -1.430
H -1.385 0.877 -1.651
H -0.067 0.902 1.816
*
```

natural (NBO) atomic charge list, values in e, 5 entries: -0.0999 -0.1152 0.4892 -0.5313 -1.3739


The following is a quantum chemistry calculation of 2 unconnected molecules or ions with the total composition C3H9NO at a distorted geometry, from OMol25.

Its LUMO energy is 0.90 eV. As for the structure (SMILES): NC=O.CC. As for the relative energy (zero: lowest compared OMol25 entry of this formula, charge and spin): 112.2 kJ/mol.

ORCA input file:
```
! wB97M-V def2-TZVPD RIJCOSX def2/J DEFGRID3
* xyz 0 1
C 3.171 -2.233 1.210
C 2.580 -1.901 -0.136
H 2.294 -2.409 1.903
H 3.983 -1.515 1.541
H 3.726 -3.165 1.172
H 2.950 -0.895 -0.487
H 2.987 -2.593 -0.867
H 1.539 -1.899 -0.262
C -1.950 1.172 -0.297
N -2.009 2.476 0.229
O -2.547 0.846 -1.300
H -1.336 0.314 0.159
H -2.010 2.653 1.206
H -2.497 3.181 -0.226
*
```

natural (NBO) atomic charge list, values in e, 5 entries: -0.6216 -0.6162 0.2089 0.2118 0.2047


The following is a quantum chemistry calculation of 2 unconnected molecules or ions with the total composition C3H9NO at a distorted geometry, from OMol25.

Its LUMO energy is 0.00 eV. As for the structure (SMILES): C=N.CCO. As for the relative energy (zero: lowest compared OMol25 entry of this formula, charge and spin): 401.6 kJ/mol.

ORCA input file:
```
! wB97M-V def2-TZVPD RIJCOSX def2/J DEFGRID3
* xyz 0 1
C 1.284 -1.162 1.793
N 0.828 -2.176 1.069
H 0.697 -0.391 2.277
H 2.095 -1.483 2.413
H 1.022 -2.962 1.566
H 0.344 -0.467 0.166
C -0.241 0.779 -1.597
O 0.564 0.045 -0.667
C -1.353 1.412 -0.798
H 0.376 1.489 -2.107
H -0.739 0.028 -2.358
H -0.852 2.124 -0.116
H -2.087 1.975 -1.445
H -1.937 0.788 -0.195
*
```

natural (NBO) atomic charge list, values in e, 5 entries: -0.0701 -0.6179 0.2030 0.1432 0.3527


The following is a quantum chemistry calculation of 2 unconnected molecules or ions with the total composition C3H9NO at a distorted geometry, from OMol25.

Its LUMO energy is 0.92 eV. As for the structure (SMILES): C=CCN.O. As for the relative energy (zero: lowest compared OMol25 entry of this formula, charge and spin): 177.2 kJ/mol.

ORCA input file:
```
! wB97M-V def2-TZVPD RIJCOSX def2/J DEFGRID3
* xyz 0 1
N -1.883 0.315 0.207
C -1.004 -0.708 0.851
C 1.229 -1.734 0.498
C 0.358 -0.763 0.178
H -1.812 1.176 0.739
H -2.844 0.006 0.300
H -0.981 -0.524 1.923
H -1.471 -1.661 0.610
H 2.181 -1.647 -0.006
H 0.805 -2.624 0.946
H 0.716 0.065 -0.414
H 1.177 3.221 -2.385
H 2.235 2.396 -1.658
O 1.295 2.480 -1.790
*
```

natural (NBO) atomic charge list, values in e, 5 entries: -0.8265 -0.2722 -0.4307 -0.1613 0.3485


The following is a quantum chemistry calculation of 2 unconnected molecules or ions with the total composition C3H9NO at a distorted geometry, from OMol25.

Its LUMO energy is 0.63 eV. As for the structure (SMILES): C=CCN.O. As for the relative energy (zero: lowest compared OMol25 entry of this formula, charge and spin): 236.7 kJ/mol.

ORCA input file:
```
! wB97M-V def2-TZVPD RIJCOSX def2/J DEFGRID3
* xyz 0 1
N 1.041 -0.377 -2.136
C 0.578 0.467 -1.051
C -1.682 -0.131 0.165
C -1.016 0.480 -0.837
H 0.421 -1.158 -1.905
H 1.965 -0.747 -1.970
H 0.989 1.517 -0.977
H 0.890 0.061 0.023
H -2.813 -0.141 0.269
H -1.200 -0.693 1.001
H -1.511 1.332 -1.341
H 1.473 -0.221 2.626
H 0.328 -0.155 3.542
O 0.536 -0.234 2.591
*
```

natural (NBO) atomic charge list, values in e, 5 entries: -0.8184 -0.2529 -0.3932 -0.2077 0.3532


The following is a quantum chemistry calculation of a molecular structure, C3H9NO at a distorted geometry, from OMol25.

Its LUMO energy is -3.21 eV. As for the relative energy (zero: lowest compared OMol25 entry of this formula, charge and spin): 895.3 kJ/mol.

ORCA input file:
```
! wB97M-V def2-TZVPD RIJCOSX def2/J DEFGRID3
* xyz 0 1
C 0.344 0.438 0.956
C -0.129 0.102 -0.209
C 0.487 0.902 -1.328
O -0.978 -0.114 -3.096
N -0.230 -0.969 2.957
H 0.149 -0.262 1.962
H 1.180 1.138 1.078
H -1.034 -0.493 -0.275
H -0.246 0.430 -2.258
H 0.214 1.943 -1.233
H 1.455 0.441 -1.497
H -0.657 -0.822 -3.676
H 0.344 -1.802 2.899
H -0.899 -0.933 3.719
*
```

natural (NBO) atomic charge list, values in e, 5 entries: -0.2155 -0.1815 -0.4994 -0.9258 -1.0393


The following is a quantum chemistry calculation of a molecular structure, C3H9NO2 at a distorted geometry, from OMol25.

Its LUMO energy (alpha / beta) is 4.00 / 1.65 eV. As for the relative energy (zero: lowest compared OMol25 entry of this formula, charge and spin): 385.6 kJ/mol.

ORCA input file:
```
! wB97M-V def2-TZVPD RIJCOSX def2/J DEFGRID3
* xyz -1 2
C -0.413 0.867 -0.364
C -0.427 -0.712 -0.591
C 0.486 -1.726 -0.492
O -3.023 0.256 0.227
N 0.857 1.377 0.103
H -1.229 1.055 0.377
H -0.642 1.261 -1.388
H -1.461 -1.016 -0.766
H 1.369 -1.513 0.100
H 0.275 -2.731 -0.750
H 1.558 0.794 0.608
H 1.354 2.059 -0.464
H -3.898 0.256 0.739
H 3.023 -0.008 1.539
O 2.171 -0.219 1.121
*
```

natural (NBO) atomic charge list, values in e, 5 entries: -0.3226 -0.1633 -0.4642 -1.2511 -0.4772